Entry 1:
{"formula": "CH4ClMgN2O", "method": "ωB97M-V with the def2-TZVPD basis set", "elements": ["Mg", "Cl", "C", "O", "N", "N", "H", "H", "H", "H"], "coordinates": [[-1.44, -4.38, -1.10], [-0.47, -2.70, 0.14], [0.29, 1.37, 0.27], [0.30, 2.56, 0.57], [0.39, 0.36, 1.18], [0.18, 1.00, -1.04], [0.30, 0.51, 2.16], [0.18, -0.57, 0.86], [0.13, 1.78, -1.68], [0.13, 0.05, -1.35]], "mulliken_charge": [0.988, -0.108, 0.615, -0.622, -0.202, -0.316, 0.237, 0.072, 0.220, 0.116], "gap_ev": 3.1, "total_energy_ev": -24090.0868, "largest_force_ev_per_a": 2.27, "homo_energy_ha": -0.435, "total_charge": 1}

---

Entry 2:
{"formula": "C35H39N2Si", "method": "ωB97M-V with the def2-TZVPD basis set", "elements": ["C", "C", "C", "N", "C", "C", "C", "C", "C", "C", "C", "C", "C", "C", "H", "H", "H", "H", "H", "H", "H", "H", "H", "H", "H", "H", "H", "H", "H", "H", "C", "C", "C", "C", "Si", "C", "C", "C", "C", "C", "C", "C", "C", "C", "C", "C", "C", "C", "C", "C", "C", "N", "C", "C", "H", "H", "H", "H", "H", "H", "H", "H", "H", "H", "H", "H", "H", "H", "H", "H", "H", "H", "H", "H", "H", "H", "H"], "coordinates": [[0.91, 4.61, -0.18], [2.23, 4.54, 0.62], [2.31, 3.14, 1.23], [1.01, 2.53, 1.00], [0.69, 1.33, 1.48], [-0.59, 0.78, 1.46], [-0.87, -0.51, 1.94], [-1.63, -1.43, 1.12], [-1.15, -2.74, 0.88], [-1.69, -3.51, -0.16], [-2.76, -3.01, -0.91], [-3.31, -1.75, -0.62], [-2.75, -0.97, 0.38], [0.12, 3.33, 0.15], [0.34, 5.49, 0.10], [1.11, 4.66, -1.25], [3.09, 4.75, -0.02], [2.21, 5.29, 1.42], [3.11, 2.56, 0.76], [2.53, 3.17, 2.31], [1.52, 0.74, 1.91], [-1.40, 1.35, 0.96], [-0.27, -0.93, 2.75], [-0.31, -3.10, 1.47], [-1.26, -4.49, -0.38], [-3.15, -3.59, -1.74], [-4.17, -1.37, -1.18], [-3.15, 0.02, 0.60], [-0.82, 3.57, 0.67], [-0.15, 2.78, -0.76], [-0.79, -6.03, 5.30], [-0.50, -5.65, 6.62], [-0.53, -4.30, 6.99], [-0.91, -3.32, 6.07], [-0.99, -1.54, 6.58], [-0.94, -1.39, 8.44], [0.06, -0.59, 9.02], [0.15, -0.48, 10.41], [-0.74, -1.18, 11.24], [-1.73, -1.98, 10.66], [-1.83, -2.09, 9.27], [0.32, -0.51, 5.76], [1.50, -1.14, 5.32], [2.50, -0.38, 4.70], [2.33, 0.99, 4.50], [1.15, 1.61, 4.92], [0.15, 0.87, 5.56], [-2.58, -0.82, 5.81], [-3.89, -1.49, 6.28], [-4.73, -1.66, 5.00], [-3.87, -1.16, 3.83], [-2.55, -0.96, 4.38], [-1.22, -3.71, 4.76], [-1.15, -5.05, 4.37], [-0.73, -7.07, 5.01], [-0.24, -6.40, 7.36], [-0.27, -4.01, 8.01], [0.76, -0.05, 8.38], [0.93, 0.14, 10.85], [-0.66, -1.10, 12.32], [-2.43, -2.52, 11.30], [-2.60, -2.73, 8.83], [1.63, -2.21, 5.47], [3.42, -0.87, 4.38], [3.11, 1.58, 4.01], [1.00, 2.68, 4.76], [-0.76, 1.36, 5.91], [-2.56, 0.24, 6.14], [-3.68, -2.48, 6.71], [-4.37, -0.89, 7.07], [-4.93, -2.73, 4.85], [-5.69, -1.14, 5.06], [-3.83, -1.90, 3.02], [-4.28, -0.23, 3.40], [-1.92, -0.33, 3.88], [-1.54, -2.95, 4.04], [-1.37, -5.32, 3.34]], "mulliken_charge": [-0.620, -0.626, -0.307, 0.139, -0.382, 0.008, -0.750, 1.057, -0.145, -0.826, -0.340, -0.883, -0.127, -0.574, 0.299, 0.288, 0.324, 0.305, 0.324, 0.071, 0.607, 0.277, 0.045, 0.436, 0.427, 0.400, 0.411, 0.347, 0.340, 0.365, -0.562, -0.722, -0.513, 0.432, -0.185, 0.380, -0.326, -0.684, -0.515, -0.762, -0.091, 0.427, -0.475, -0.715, -0.691, -0.611, 0.017, 0.210, -0.246, -0.939, -0.435, -0.033, 0.036, -0.833, 0.381, 0.396, 0.427, 0.271, 0.402, 0.378, 0.399, 0.335, 0.421, 0.393, 0.475, 0.440, 0.367, 0.340, -0.010, 0.372, 0.340, 0.283, 0.204, 0.391, -0.120, 0.582, 0.482], "gap_ev": 5.4, "total_energy_ev": -47779.1984, "largest_force_ev_per_a": 2.27, "homo_energy_ha": -0.370, "total_charge": 1}

---

Entry 3:
{"formula": "C46H63GeN4OSSeTaTe", "method": "ωB97M-V with the def2-TZVPD basis set", "elements": ["Ta", "C", "C", "C", "C", "C", "C", "C", "C", "C", "C", "C", "C", "H", "H", "H", "H", "H", "H", "H", "H", "H", "H", "H", "H", "H", "H", "H", "H", "H", "H", "C", "C", "C", "C", "C", "C", "C", "C", "S", "C", "N", "C", "C", "C", "C", "C", "C", "C", "C", "H", "H", "H", "H", "H", "H", "H", "H", "H", "H", "H", "H", "H", "H", "H", "H", "C", "N", "C", "C", "O", "N", "C", "N", "H", "H", "H", "H", "H", "H", "H", "C", "Te", "C", "C", "C", "C", "C", "C", "C", "H", "H", "H", "H", "H", "H", "H", "H", "C", "Ge", "C", "C", "C", "Se", "C", "H", "H", "H", "H", "H", "H", "H", "H", "H", "H", "H", "H", "H", "H"], "coordinates": [[-0.01, 0.90, -0.37], [3.73, 0.85, 3.61], [3.19, 0.41, 2.28], [3.76, 0.91, 1.09], [4.90, 1.89, 1.18], [3.32, 0.42, -0.16], [3.98, 0.88, -1.44], [2.48, -0.73, -0.18], [2.67, -1.68, -1.34], [1.84, -1.15, 1.02], [1.16, -2.50, 1.10], [2.13, -0.49, 2.23], [1.43, -0.88, 3.51], [3.15, 1.69, 4.01], [4.77, 1.16, 3.55], [3.67, 0.04, 4.34], [4.73, 2.65, 1.94], [5.11, 2.39, 0.24], [5.81, 1.36, 1.46], [4.10, 1.96, -1.47], [3.41, 0.58, -2.31], [4.98, 0.45, -1.53], [3.72, -1.95, -1.36], [2.44, -1.24, -2.31], [2.10, -2.59, -1.23], [0.32, -2.62, 0.43], [0.84, -2.72, 2.11], [1.89, -3.27, 0.84], [1.91, -1.75, 3.98], [0.38, -1.13, 3.35], [1.46, -0.07, 4.24], [-0.19, -5.14, -1.01], [-0.29, -5.12, -2.54], [-1.64, -5.70, -2.98], [0.84, -6.01, -3.08], [-0.14, -3.71, -3.13], [-0.01, -3.61, -4.53], [0.17, -2.41, -5.16], [0.22, -1.27, -4.37], [0.49, 0.33, -4.93], [0.38, 0.90, -3.36], [0.17, 0.00, -2.38], [0.06, -1.31, -2.98], [-0.14, -2.55, -2.37], [0.40, 2.31, -3.02], [0.52, 3.34, -3.95], [0.34, 4.65, -3.53], [0.01, 4.91, -2.20], [-0.07, 3.87, -1.28], [0.17, 2.54, -1.67], [-0.28, -6.16, -0.66], [-0.99, -4.57, -0.51], [0.78, -4.76, -0.68], [-1.77, -6.70, -2.57], [-1.72, -5.78, -4.06], [-2.48, -5.09, -2.63], [0.79, -6.99, -2.60], [1.82, -5.59, -2.87], [0.77, -6.18, -4.15], [-0.04, -4.51, -5.13], [0.27, -2.36, -6.24], [-0.24, -2.60, -1.30], [0.74, 3.14, -4.99], [0.42, 5.46, -4.24], [-0.17, 5.93, -1.88], [-0.36, 4.11, -0.26], [-5.30, 3.53, -1.19], [-4.04, 2.85, -0.82], [-3.55, 2.71, 0.55], [-2.28, 2.01, 0.26], [-1.34, 1.56, 1.03], [-2.10, 1.77, -1.00], [-3.19, 2.31, -1.67], [-3.31, 2.26, -2.98], [-5.87, 3.70, -0.28], [-5.89, 2.89, -1.84], [-5.09, 4.48, -1.67], [-4.21, 2.09, 1.16], [-3.42, 3.67, 1.05], [-2.58, 1.86, -3.54], [-4.12, 2.64, -3.45], [-2.14, -2.31, 1.89], [-2.32, -1.13, 0.13], [-2.88, -2.90, -0.89], [-3.26, -3.84, 0.23], [-3.95, -5.02, -0.07], [-4.28, -5.90, 0.94], [-3.94, -5.62, 2.25], [-3.26, -4.45, 2.56], [-2.91, -3.56, 1.54], [-2.58, -1.74, 2.71], [-1.09, -2.50, 2.11], [-2.07, -3.27, -1.52], [-3.71, -2.64, -1.54], [-4.24, -5.23, -1.10], [-4.82, -6.81, 0.70], [-4.21, -6.30, 3.05], [-3.02, -4.22, 3.59], [-0.22, 6.06, 4.37], [0.78, 4.43, 4.08], [0.25, 2.91, 5.18], [2.70, 4.73, 3.99], [0.09, 3.85, 2.24], [1.28, 2.59, 1.38], [2.43, 3.85, 0.46], [-0.01, 6.43, 5.38], [-1.29, 5.89, 4.29], [0.09, 6.82, 3.66], [0.95, 2.76, 6.01], [0.22, 1.99, 4.59], [-0.74, 3.09, 5.60], [3.12, 4.59, 4.99], [2.90, 5.75, 3.69], [3.22, 4.05, 3.32], [-0.08, 4.71, 1.59], [-0.85, 3.33, 2.44], [3.05, 4.31, 1.23], [1.84, 4.59, -0.05], [3.05, 3.30, -0.24]], "mulliken_charge": [0.198, -2.130, 1.044, 1.098, -2.273, 1.357, -2.353, 0.825, -2.173, 1.054, -1.429, 1.729, -2.424, 0.255, 0.475, 0.478, 0.448, 0.405, 0.482, 0.525, 0.125, 0.529, 0.623, 0.244, 0.456, -0.956, 0.851, 0.459, 0.522, 0.109, 0.630, -1.504, 1.940, -1.512, -1.751, 0.888, -0.900, -1.345, 1.487, -0.374, 0.751, 0.514, -1.907, 0.363, 0.074, -0.726, -1.268, -1.008, -1.496, 1.999, 0.678, 0.109, 0.239, 0.482, 0.397, 0.121, 0.485, 0.381, 0.391, 0.528, 0.509, -0.724, 0.621, 0.478, 0.621, 0.859, -1.025, -0.080, -0.403, 0.081, -0.688, 1.293, -0.409, -0.158, 0.424, 0.386, 0.370, 0.447, 0.449, 0.116, 0.279, -0.625, 0.129, 0.152, 0.116, -0.584, -0.898, -0.710, -0.689, 0.785, 0.892, -0.176, -0.658, 0.905, 0.500, 0.466, 0.465, 0.520, -1.279, 0.930, -1.022, -0.719, -1.479, 0.062, -0.891, 0.412, 0.400, 0.394, 0.403, 0.120, 0.427, 0.457, 0.325, -0.072, 0.716, 0.492, 0.490, 0.594, -0.020], "gap_ev": 5.2, "total_energy_ev": -198238.8064, "largest_force_ev_per_a": 1.54, "homo_energy_ha": -0.645, "total_charge": 4}

---

Entry 4:
{"formula": "C3H8IrO2", "method": "ωB97M-V with the def2-TZVPD basis set", "elements": ["H", "O", "C", "C", "O", "C", "Ir", "H", "H", "H", "H", "H", "H", "H"], "coordinates": [[-0.45, 3.31, 2.13], [-0.68, 1.70, 0.92], [0.49, 1.43, 0.17], [0.70, -0.06, 0.02], [-0.54, -0.64, -0.40], [-0.47, -2.01, -0.76], [-1.97, 0.40, 0.37], [1.37, 1.86, 0.68], [0.44, 1.90, -0.82], [0.99, -0.53, 0.98], [1.47, -0.28, -0.73], [-1.47, -2.34, -1.04], [0.21, -2.13, -1.62], [-0.10, -2.60, 0.09]], "mulliken_charge": [0.076, -0.348, -0.307, -0.457, -0.307, -0.574, 1.445, 0.354, 0.373, 0.364, 0.413, 0.313, 0.313, 0.341], "gap_ev": [5.8, 8.0], "total_energy_ev": -10144.6930, "largest_force_ev_per_a": 3.24, "multiplicity": 6, "homo_energy_ha": [-0.638, -0.790], "total_charge": 2}